Formula: C27H24NO
Source: OMol25
Level of theory: wB97M-V/def2-TZVPD

The charge is +1. Its energy above the lowest of the compared OMol25 structures with the same formula, charge and spin is 8.0 kcal per mole. Its multiplicity is 1.

Each line ends with the Löwdin charge.
Geometry (Å):
C 3.810 0.146 2.468  -0.056
N 2.368 0.118 2.246  -0.040
C 1.560 -0.520 3.020  -0.053
C 0.108 -0.277 3.180  -0.213
C -0.742 -1.394 3.342  -0.022
C -2.098 -1.152 3.531  -0.058
C -2.601 0.149 3.525  -0.051
C -1.737 1.234 3.433  -0.056
C -0.383 1.041 3.197  -0.027
H 4.260 1.153 2.356  0.095
H 3.983 -0.250 3.489  0.096
H 4.353 -0.522 1.772  0.099
H 1.987 -1.422 3.553  0.160
H -0.327 -2.402 3.378  0.121
H -2.778 -1.971 3.705  0.111
H -3.669 0.330 3.591  0.116
H -2.084 2.251 3.561  0.114
H 0.341 1.858 3.129  0.104
C 7.524 6.138 1.252  -0.092
C 7.282 5.707 -0.050  -0.075
C 5.990 5.767 -0.587  -0.004
C 4.958 6.206 0.253  -0.262
O 3.629 6.035 -0.137  -0.007
C 3.150 4.730 0.002  -0.210
C 2.778 4.223 1.254  0.025
C 2.403 2.907 1.346  -0.028
C 2.382 2.032 0.216  -0.181
C 1.821 0.696 0.320  0.035
C 2.007 -0.325 -0.697  -0.183
C 1.154 -1.480 -0.715  0.001
C 1.240 -2.436 -1.735  -0.057
C 2.186 -2.296 -2.756  -0.045
C 3.153 -1.281 -2.679  -0.042
C 3.057 -0.316 -1.663  -0.022
C 2.820 2.599 -1.015  -0.015
C 3.136 3.929 -1.157  0.025
C 5.186 6.706 1.537  -0.008
C 6.487 6.618 2.054  -0.069
H 8.536 6.105 1.673  0.110
H 8.110 5.339 -0.670  0.112
H 5.788 5.440 -1.610  0.119
H 2.710 4.900 2.125  0.140
H 2.094 2.497 2.310  0.095
H 0.801 0.618 0.852  0.143
H 0.396 -1.587 0.062  0.114
H 0.491 -3.236 -1.798  0.118
H 2.157 -2.970 -3.620  0.121
H 3.914 -1.170 -3.451  0.116
H 3.797 0.483 -1.648  0.105
H 2.802 2.000 -1.933  0.109
H 3.326 4.402 -2.141  0.145
H 4.329 7.066 2.100  0.119
H 6.636 6.962 3.077  0.108

---

Formula: C15H19F5N4OPRhS2
Source: OMol25
Level of theory: wB97M-V/def2-TZVPD

The charge is +2. Its energy above the lowest of the compared OMol25 structures with the same formula, charge and spin is 1.9 kcal per mole. Its multiplicity is 1.

Each line ends with the Löwdin charge.
Geometry (Å):
Rh -1.577 -0.297 0.921  0.651
F -1.660 2.915 0.843  0.023
C -2.085 2.401 -0.328  -0.275
C -2.071 1.026 -0.547  -0.159
C -2.514 0.606 -1.790  -0.212
F -2.564 -0.703 -2.091  0.046
C -2.952 1.485 -2.769  -0.136
F -3.372 1.028 -3.937  0.161
C -2.949 2.844 -2.514  -0.122
F -3.356 3.694 -3.435  0.178
C -2.511 3.308 -1.282  -0.139
F -2.497 4.607 -1.030  0.161
S -2.905 0.742 2.533  0.745
C -2.099 -0.660 3.074  -0.802
N -1.357 -1.563 3.082  0.074
C 3.542 -0.429 0.596  -0.088
N 2.969 0.276 1.839  -0.057
C 3.096 1.808 1.625  -0.079
N 2.468 2.190 0.413  -0.129
C 3.049 1.482 -0.726  -0.121
N 2.896 0.032 -0.579  -0.135
C 1.518 -0.426 -0.732  -0.235
P 0.510 0.353 0.595  1.007
C 1.541 -0.110 2.057  -0.197
C 1.004 2.120 0.436  -0.230
H 3.406 -1.499 0.745  0.153
H 4.604 -0.187 0.575  0.156
H 3.519 0.008 2.659  0.193
H 4.165 2.015 1.596  0.155
H 2.645 2.287 2.492  0.154
H 4.112 1.716 -0.792  0.150
H 2.566 1.806 -1.645  0.149
H 1.455 -1.513 -0.661  0.103
H 1.130 -0.132 -1.709  0.122
H 1.477 -1.187 2.225  0.113
H 1.159 0.398 2.944  0.119
H 0.598 2.695 1.266  0.112
H 0.604 2.530 -0.491  0.114
C -2.035 -3.634 -1.892  -0.204
S -2.145 -2.901 -0.278  0.948
C -1.653 -4.275 0.737  -0.219
O -0.935 -1.911 -0.243  -0.675
H -1.026 -4.015 -2.041  0.081
H -2.294 -2.878 -2.626  0.056
H -2.762 -4.446 -1.919  0.085
H -2.445 -5.022 0.679  0.082
H -1.559 -3.904 1.755  0.042
H -0.711 -4.679 0.371  0.077

---

Across the entries above, max |F| takes the values 0.053 0.018 hartree/bohr, respectively.
Across the entries above, HOMO energy takes the values -11.29 -14.76 eV, respectively.
Across the entries above, frontier orbital gap takes the values 6.74 7.03 eV, respectively.